The molecule C14H24N2OSSi2 at a distorted geometry, computed with ωB97M-V/def2-TZVPD.

The geometry in XYZ format:
```
44
Properties=species:S:1:pos:R:3:mulliken_charge:R:1
S 0.9567 -0.4167 -2.6989 -0.227
Si 2.3616 0.7539 0.6521 0.115
Si 0.1346 2.5227 -0.9116 0.169
O -1.3384 -2.5782 -2.3538 -0.494
N -0.5818 -1.0257 -0.7385 0.202
N 0.8024 0.8389 -0.3735 0.576
C -2.1990 -2.9494 -0.2533 0.372
C -3.9996 -3.0978 1.3016 -0.465
C -1.4945 2.1648 -1.7564 -1.029
C -3.7329 -4.4307 1.5697 -0.488
C 3.7714 1.7983 0.1722 -1.023
C 0.4392 -0.2012 -1.1302 -0.450
C 1.4629 3.2918 -1.9659 -1.115
C -3.2279 -2.3541 0.4148 -0.211
C -0.2290 3.6061 0.5439 -1.037
C -2.7864 -5.0541 0.7736 -0.570
C -1.9567 -4.3259 -0.0732 -0.532
C -1.3785 -2.1593 -1.2199 0.208
C 2.8151 -1.0163 0.5461 -1.138
C 2.0516 1.2148 2.4168 -1.148
H -0.0009 4.6598 0.4180 0.376
H 1.9209 -1.6047 0.6663 0.331
H -1.2985 -4.8640 -0.7306 0.391
H 2.2953 0.6719 3.3548 0.394
H 0.4312 3.2219 1.3775 0.217
H 1.6714 2.4661 -2.6675 0.269
H -1.2431 3.5256 0.8739 0.324
H -3.5208 -1.3424 0.2112 0.436
H -2.3632 2.7954 -1.5144 0.387
H -4.3386 -4.9709 2.2560 0.416
H 2.3609 3.6498 -1.5513 0.414
H 1.0089 1.3525 2.5021 0.372
H 3.5814 2.7746 0.6482 0.325
H -4.6524 -2.5309 1.9998 0.286
H 3.4085 -1.2502 1.4256 0.409
H -2.5082 -6.0304 0.9662 0.416
H -0.9609 -0.8378 0.1471 0.294
H 2.5034 2.1994 2.5593 0.347
H 4.6856 1.3576 0.5210 0.391
H -1.2710 2.3675 -2.7701 0.320
H -1.8106 1.0990 -1.6852 0.215
H 3.3262 -1.3552 -0.3841 0.296
H 1.1286 4.1080 -2.5804 0.431
H 3.7752 1.9560 -0.9591 0.228
```

## Properties
SMILES string	C[Si](C)(C)N(C(=S)NC(=O)c1ccccc1)[Si](C)(C)C
energy above the lowest of the compared OMol25 structures with the same formula, charge and spin	32.6	kcal/mol
2S+1	1
LUMO	0.2	eV
total charge	0
HOMO level	-7.84	eV
HOMO-LUMO gap	0.2954	Ha


A structure of composition C41H30Cl3F3N2O3PdTe, computed with ωB97M-V/def2-TZVPD.

The geometry in XYZ format:
```
84
Properties=species:S:1:pos:R:3:mulliken_charge:R:1
Te 2.3652 -2.5345 0.3675 0.075
Pd 1.1528 -0.3647 1.1470 0.094
Cl 3.9032 3.2363 4.1035 -0.243
Cl 3.1834 0.3976 8.6499 -0.308
Cl 1.5804 -1.7069 3.9527 -0.228
F -5.0118 1.9357 5.5386 -0.301
F -4.8131 3.4396 4.0016 -0.262
F -5.7963 1.5713 3.5590 -0.262
O 0.1288 1.4269 -0.4351 -0.739
O 0.3866 4.4170 -3.2063 -0.754
O 2.6863 0.8749 2.7883 -0.498
N -1.0661 0.3942 2.9408 0.323
N -0.7618 -1.2595 0.1406 0.801
C 2.6713 -3.2901 -2.6329 -0.201
C -2.6204 0.8612 4.6987 -0.972
C 3.4642 1.6817 6.2487 -0.688
C -1.4341 0.3182 4.2111 -0.213
C -0.4029 2.2754 -2.5647 -0.046
C 3.7548 3.5958 0.2965 -0.358
C 2.3606 -2.2642 -1.7425 -0.300
C -4.7567 2.1126 4.2282 0.783
C -3.5001 -4.0356 -2.0940 -0.882
C -1.2131 2.2017 -3.6985 -0.943
C -1.9789 0.0658 -3.0290 -0.403
C 1.5883 3.4670 -1.4412 0.493
C 3.0169 0.5438 6.9005 0.461
C -2.7689 -4.6484 -3.1024 -0.496
C 1.7277 4.5468 -0.5823 -0.705
C -1.1969 -1.1843 -1.0677 0.316
C -0.4445 1.2623 -1.5302 0.524
C -2.0280 1.1198 -3.9517 0.502
C 0.4694 3.4529 -2.4477 -0.038
C -1.7411 -2.4030 -1.7833 -1.055
C 1.9363 -0.7936 -3.6093 0.001
C -1.0272 -3.0112 -2.8126 0.485
C 3.3317 1.7772 4.8819 0.455
C -2.9028 1.0343 -5.1763 -1.601
C -3.0539 1.6257 2.4730 -1.353
C 1.9967 -1.0147 -2.2386 0.212
C 0.4122 -3.4868 0.3625 -0.869
C -1.8494 1.0505 2.0868 -0.265
C 2.3198 -0.3724 4.8033 0.441
C 2.2477 -1.8196 -4.4939 -0.780
C -2.9879 -2.9198 -1.4442 -0.034
C -1.2179 0.0615 -1.8723 0.698
C -1.5306 -4.1298 -3.4609 -0.896
C 2.6170 -3.0708 -4.0056 -0.560
C 2.5404 2.4568 -1.4349 0.342
C 2.8042 4.6067 0.2924 -0.690
C -0.7372 -2.5775 0.7945 -0.849
C 2.4426 -0.4843 6.1723 -0.641
C 3.6208 2.5196 -0.5705 -0.528
C -3.4411 1.5157 3.7987 0.607
C 2.7637 0.7611 4.0244 -0.606
H 0.9807 5.3311 -0.5920 0.407
H -1.6758 -3.1236 0.6403 0.341
H 4.3296 1.7026 -0.5352 0.345
H -2.9209 1.9911 -5.7011 0.372
H -4.4723 -4.4234 -1.8139 0.377
H -2.5514 0.2773 -5.8850 0.270
H -3.1646 -5.5202 -3.6098 0.351
H -0.9524 -4.5930 -4.2512 0.453
H -1.4751 1.1116 1.0678 0.704
H 2.0906 -1.3798 6.6674 0.386
H -2.5820 -0.8097 -3.2531 0.502
H -3.9354 0.7773 -4.9229 0.359
H 0.4858 -4.3372 1.0413 0.584
H 1.6154 0.1740 -3.9810 0.346
H 2.9523 -4.2640 -2.2496 0.394
H -2.8820 0.7682 5.7429 0.448
H -3.6651 2.1453 1.7467 0.429
H 1.7229 -0.2376 -1.5268 -0.131
H 2.4067 1.5940 -2.0776 0.295
H -1.1689 3.0360 -4.3919 0.351
H -0.0744 -2.5955 -3.1075 0.247
H -0.7521 -0.2071 4.8737 0.287
H -0.6490 -2.3770 1.8630 0.279
H -3.5608 -2.4342 -0.6625 0.491
H 2.8560 -3.8748 -4.6921 0.336
H 3.9124 2.4953 6.8032 0.402
H 2.8903 5.4340 0.9871 0.332
H 2.1896 -1.6483 -5.5623 0.371
H 0.2805 -3.8739 -0.6485 0.238
H 4.5790 3.6255 0.9963 0.388
```

## Properties
energy above the lowest of the compared OMol25 structures with the same formula, charge and spin	21.9	kcal/mol
2S+1	1
LUMO	3.9	eV
total charge	-2
HOMO level	-0.21	eV
HOMO-LUMO gap	0.1496	Ha


Which of these has the lowest energy above the lowest of the compared OMol25 structures with the same formula, charge and spin? C41H30Cl3F3N2O3PdTe


The highest total charge belongs to which entry? C14H24N2OSSi2


Which of these has the lowest LUMO? C14H24N2OSSi2


Which of these has the highest total charge? C14H24N2OSSi2